Entry 1:
C22H35NO3P2Pb | ωB97M-V/def2-TZVPD

Energy above the lowest of the compared OMol25 structures with the same formula, charge and spin (kcal per mole): 47.19
HOMO level (alpha / beta) (eV): -7.46 / -6.99

Structure (ORCA input):
```
! wB97M-V def2-TZVPD RIJCOSX def2/J DEFGRID3
* xyz 0 1
Pb 0.709 0.313 -0.105
P -0.043 2.717 -1.564
P 0.193 -2.260 1.381
N -0.818 -0.969 -1.230
H 1.704 1.238 0.877
C 0.736 3.616 -2.939
H 0.211 4.561 -3.130
H 0.722 2.991 -3.839
H 1.780 3.823 -2.671
C -0.559 4.053 -0.423
H -1.016 4.875 -0.998
H 0.329 4.422 0.111
H -1.271 3.654 0.314
C -1.661 2.204 -2.270
H -2.203 3.086 -2.651
H -2.249 1.699 -1.490
H -1.482 1.487 -3.085
C 1.485 -3.539 1.118
H 1.331 -4.373 1.821
H 2.455 -3.062 1.292
H 1.434 -3.898 0.084
C 0.173 -2.319 3.225
H 0.289 -3.361 3.560
H -0.764 -1.881 3.588
H 1.018 -1.712 3.571
C -1.316 -3.282 1.048
H -1.226 -4.289 1.500
H -1.446 -3.353 -0.040
H -2.178 -2.741 1.466
C -1.695 -1.389 -2.114
C -2.230 -2.192 -4.400
C -1.310 -1.758 -3.462
C -3.117 -1.513 -1.818
C -4.026 -1.947 -2.774
C -3.592 -2.299 -4.063
H -1.896 -2.463 -5.403
H -0.249 -1.669 -3.706
H -3.442 -1.232 -0.815
H -5.085 -2.026 -2.521
H -4.315 -2.652 -4.813
C 2.907 0.439 1.844
O 2.641 -0.792 1.968
C 4.079 0.871 0.915
H 4.638 1.698 1.368
H 3.773 1.189 -0.089
H 4.791 0.028 0.829
C 2.768 1.459 3.033
H 3.310 0.985 3.862
H 1.736 1.626 3.331
H 3.258 2.406 2.840
O -2.145 -0.296 2.473
C -1.585 0.772 2.282
O -1.097 1.222 1.148
C -1.348 1.701 3.450
C -0.426 2.761 3.374
C -0.153 3.548 4.488
C -0.818 3.297 5.705
C -1.770 2.266 5.771
C -2.036 1.478 4.655
H 0.110 2.935 2.427
H 0.579 4.364 4.428
H -0.599 3.891 6.586
H -2.318 2.070 6.701
H -2.760 0.660 4.675
*
```

Löwdin population analysis, charges in e, atoms 1 to 8: atom 1 (Pb): 1.119, atom 2 (P): 0.724, atom 3 (P): 0.799, atom 4 (N): -0.102, atom 5 (H): -0.091, atom 6 (C): -0.287, atom 7 (H): 0.046, atom 8 (H): 0.045

=====

Entry 2:
C22H36BBrN5O8P | ωB97M-V/def2-TZVPD

HOMO level (eV): -8.80
SMILES: [H]/N=C(/C)CN1C(=O)c2c(B(O)OCC)ccc(P(O)Br)c2C1=O.CN(C)C=O.CN(C)C=O.CN(C)C=O

Structure (ORCA input):
```
! wB97M-V def2-TZVPD RIJCOSX def2/J DEFGRID3
* xyz 0 1
C -0.826 0.006 -4.684
C 0.198 -0.992 -5.231
O 0.815 -1.803 -4.230
B -0.061 -2.427 -3.377
O -1.171 -3.096 -3.896
C 0.086 -2.349 -1.811
C -0.756 -3.042 -0.936
C -0.784 -2.792 0.414
C -0.061 -1.664 0.942
P -0.447 -0.791 2.556
O -2.117 -0.711 2.575
Br 0.130 1.391 2.428
C 0.987 -1.215 0.150
C 1.061 -1.574 -1.216
C 2.328 -0.896 -1.773
O 3.035 -1.201 -2.688
N 2.540 0.200 -0.857
C 1.794 1.353 -1.374
C 1.795 2.598 -0.489
C 0.845 3.703 -0.940
N 2.515 2.809 0.527
C 2.192 -0.306 0.443
O 2.775 -0.114 1.474
H -0.976 0.847 -5.372
H -1.813 -0.456 -4.543
H -0.520 0.430 -3.718
H -0.242 -1.615 -6.021
H 0.987 -0.406 -5.722
H -0.920 -3.854 -4.431
H -1.445 -3.783 -1.332
H -1.381 -3.448 1.078
H -2.386 -0.336 1.721
H 2.278 1.652 -2.318
H 0.743 1.125 -1.635
H 1.362 4.450 -1.549
H 0.067 3.264 -1.586
H 0.330 4.164 -0.094
H 3.118 1.992 0.659
C -3.245 -3.257 3.647
O -2.475 -3.646 2.793
N -3.919 -4.033 4.513
C -4.815 -3.476 5.507
C -3.743 -5.474 4.448
H -3.446 -2.183 3.777
H -4.471 -3.755 6.505
H -5.822 -3.868 5.352
H -4.842 -2.391 5.432
H -2.692 -5.721 4.607
H -4.035 -5.834 3.461
H -4.351 -5.960 5.208
C -4.399 3.071 3.267
O -5.571 3.334 3.077
N -3.615 3.657 4.192
C -2.222 3.289 4.362
C -4.186 4.687 5.042
H -3.869 2.304 2.676
H -2.064 2.921 5.378
H -1.590 4.163 4.191
H -1.946 2.508 3.654
H -5.025 4.274 5.604
H -4.556 5.507 4.425
H -3.434 5.060 5.732
C 6.084 2.573 -3.736
O 5.370 2.966 -2.834
N 6.189 1.291 -4.135
C 7.059 0.891 -5.222
C 5.400 0.279 -3.448
H 6.721 3.262 -4.319
H 6.466 0.425 -6.012
H 7.796 0.174 -4.855
H 7.579 1.755 -5.633
H 4.346 0.523 -3.537
H 5.664 0.271 -2.390
H 5.585 -0.702 -3.878
*
```

Löwdin population analysis, charges in e, atoms 1 to 8: atom 1 (C): -0.060, atom 2 (C): -0.217, atom 3 (O): 0.061, atom 4 (B): -0.574, atom 5 (O): 0.147, atom 6 (C): -0.013, atom 7 (C): -0.014, atom 8 (C): -0.033

=====

Entry 3:
C22H36BCl8F4N2O3 | ωB97M-V/def2-TZVPD

Energy above the lowest of the compared OMol25 structures with the same formula, charge and spin (kcal per mole): 0.00
HOMO level (eV): -5.08

Structure (ORCA input):
```
! wB97M-V def2-TZVPD RIJCOSX def2/J DEFGRID3
* xyz -1 1
C -1.689 -0.545 4.701
C -2.230 -1.196 3.436
O -1.646 -2.155 2.989
N -3.424 -0.719 2.801
C -3.454 0.754 2.663
C -3.636 1.274 1.231
C -2.665 0.714 0.182
C -2.990 -0.729 -0.283
B -3.317 -0.813 -1.885
O -4.599 -0.018 -2.052
C -2.184 -0.098 -2.850
C -0.730 -0.265 -2.389
C 0.298 -0.183 -3.565
N 1.154 1.020 -3.509
C 2.528 0.735 -3.130
C 3.030 1.419 -1.867
C 3.880 0.684 -1.049
C 4.448 1.222 0.099
C 4.154 2.514 0.483
C 3.293 3.258 -0.315
C 2.743 2.723 -1.464
O 1.926 3.556 -2.235
C -3.678 -2.361 -2.350
F -4.454 -3.001 -1.405
F -4.397 -2.358 -3.533
C -2.518 -3.326 -2.586
F -1.782 -3.018 -3.695
F -1.719 -3.477 -1.502
H -1.120 0.344 4.423
H -1.001 -1.216 5.210
H -2.478 -0.263 5.402
H -4.178 -1.016 3.413
H -4.325 1.111 3.229
H -2.591 1.249 3.116
H -4.672 1.187 0.899
H -3.437 2.355 1.291
H -2.669 1.424 -0.651
H -1.643 0.720 0.593
H -2.212 -1.418 0.059
H -3.918 -1.018 0.216
H -4.619 0.225 -2.981
H -2.327 -0.482 -3.870
H -2.440 0.968 -2.912
H -0.556 -1.232 -1.908
H -0.524 0.506 -1.638
H 0.865 -1.111 -3.665
H -0.313 -0.104 -4.468
H 0.707 1.642 -2.856
H 3.232 1.009 -3.931
H 2.682 -0.336 -2.969
H 4.154 -0.325 -1.335
H 5.133 0.613 0.678
H 4.597 2.965 1.362
H 3.072 4.278 -0.024
H 1.035 3.455 -1.883
H -2.943 -4.324 -2.776
C -0.204 -5.548 -5.482
Cl 1.254 -4.865 -6.212
Cl 0.079 -7.189 -4.879
H -0.511 -4.918 -4.654
H -0.985 -5.584 -6.232
C 7.606 3.333 3.323
Cl 6.766 4.889 3.373
Cl 6.723 2.145 2.363
H 8.584 3.481 2.880
H 7.706 2.960 4.335
C 1.365 -1.130 2.024
Cl 2.423 -0.567 0.714
Cl 1.399 0.014 3.382
H 0.347 -1.212 1.658
H 1.712 -2.095 2.375
C 0.520 1.851 6.411
Cl -0.151 3.178 5.457
Cl -0.706 1.103 7.444
H 0.914 1.100 5.735
H 1.312 2.240 7.039
*
```

Löwdin population analysis, charges in e, atoms 1 to 8: atom 1 (C): -0.079, atom 2 (C): -0.482, atom 3 (O): 0.080, atom 4 (N): 0.040, atom 5 (C): -0.210, atom 6 (C): -0.197, atom 7 (C): -0.212, atom 8 (C): -0.116

=====

Entry 4:
C22H36BINO7 | ωB97M-V/def2-TZVPD

HOMO level (eV): -11.81

Structure (ORCA input):
```
! wB97M-V def2-TZVPD RIJCOSX def2/J DEFGRID3
* xyz 1 1
C 1.365 -4.748 0.124
C 0.547 -4.288 -1.046
O -0.683 -3.693 -0.598
B -1.245 -2.797 -1.463
O -1.746 -3.267 -2.659
C -1.426 -1.299 -0.893
C -0.319 -1.192 0.191
O 0.013 0.107 0.632
C 0.454 0.920 -0.451
C 1.954 1.078 -0.464
C 2.834 0.034 -0.189
C 4.210 0.246 -0.193
C 4.739 1.507 -0.465
C 3.863 2.551 -0.734
C 2.487 2.337 -0.737
C -0.023 0.431 -1.823
N -1.442 -0.121 -1.822
C -2.292 1.043 -1.293
O -2.610 0.908 0.054
C -3.218 2.051 0.590
C -2.520 3.369 0.515
O -4.262 1.915 1.102
C -1.976 -0.295 -3.222
I -3.983 -1.110 -3.189
C -1.176 -0.980 -4.350
C 0.322 -1.291 -4.257
H 0.837 -5.503 0.693
H 1.681 -3.925 0.756
H 2.265 -5.226 -0.256
H 1.138 -3.540 -1.592
H 0.364 -5.114 -1.730
H -1.063 -3.549 -3.276
H -2.377 -1.375 -0.367
H 0.589 -1.636 -0.206
H -0.641 -1.778 1.039
H 0.079 1.922 -0.257
H 2.486 -0.956 0.061
H 4.876 -0.571 0.032
H 5.801 1.671 -0.443
H 4.280 3.528 -0.920
H 1.851 3.191 -0.929
H 0.671 -0.342 -2.123
H 0.041 1.199 -2.584
H -3.230 1.060 -1.842
H -1.799 1.980 -1.528
H -1.486 3.298 0.826
H -2.501 3.716 -0.517
H -3.058 4.087 1.112
H -2.170 0.711 -3.565
H -1.665 -1.914 -4.592
H -1.312 -0.399 -5.256
H 0.637 -1.692 -5.212
H 0.901 -0.379 -4.136
H 0.619 -1.951 -3.447
O 1.614 1.925 6.885
C 0.798 1.588 6.079
O 1.195 1.393 4.798
C 0.359 0.820 3.798
C -0.517 1.858 3.129
C -0.666 1.449 6.431
H -0.226 -0.008 4.205
H 1.041 0.392 3.066
H -1.206 2.322 3.837
H -1.096 1.405 2.329
H 0.105 2.654 2.714
H -1.136 2.429 6.361
H -0.734 1.100 7.458
H -1.212 0.744 5.808
*
```

natural (NBO) population analysis, charges in e, atoms 1 to 8: atom 1 (C): -0.622, atom 2 (C): -0.061, atom 3 (O): -0.754, atom 4 (B): 1.252, atom 5 (O): -0.932, atom 6 (C): -0.468, atom 7 (C): -0.061, atom 8 (O): -0.508

=====

Entry 5:
C22H36FeN4O3PS2 | ωB97M-V/def2-TZVPD

Energy above the lowest of the compared OMol25 structures with the same formula, charge and spin (kcal per mole): 0.00
HOMO level (alpha / beta) (eV): 0.16 / -1.58
Expectation value of S²: 8.768

Structure (ORCA input):
```
! wB97M-V def2-TZVPD RIJCOSX def2/J DEFGRID3
* xyz -2 6
Fe 0.330 0.187 -0.871
C -0.117 0.126 -3.370
C -0.877 1.258 -3.016
C 0.011 2.248 -2.519
C 1.320 1.725 -2.564
C 1.244 0.397 -3.064
C 2.399 -0.517 -3.341
C 2.591 2.431 -2.202
C -0.402 3.628 -2.100
C -2.346 1.466 -3.220
C -0.599 -1.110 -4.067
H 2.141 -1.556 -3.121
H 3.257 -0.264 -2.715
H 2.725 -0.475 -4.390
H 3.233 1.798 -1.585
H 2.394 3.341 -1.632
H 3.160 2.718 -3.096
H -0.955 3.637 -1.156
H -1.050 4.092 -2.853
H 0.466 4.279 -1.975
H -2.545 2.176 -4.034
H -2.825 1.855 -2.318
H -2.852 0.532 -3.474
H -0.342 -2.021 -3.524
H -0.157 -1.193 -5.068
H -1.684 -1.102 -4.192
C -3.097 0.847 4.996
C -3.866 0.408 3.767
O -3.297 0.996 2.600
P -2.426 0.072 1.590
S -1.649 1.340 0.264
S -1.272 -1.191 2.543
O -3.671 -0.719 0.905
C -3.355 -1.628 -0.158
C -4.448 -2.666 -0.244
H -3.577 0.466 5.902
H -3.060 1.936 5.051
H -2.080 0.461 4.942
H -4.905 0.749 3.810
H -3.864 -0.680 3.684
H -2.391 -2.101 0.044
H -3.260 -1.055 -1.085
H -4.450 -3.291 0.648
H -4.280 -3.314 -1.106
H -5.425 -2.188 -0.347
N -2.017 -5.731 -0.472
C -1.184 -5.009 -0.840
N -0.198 -4.298 -1.350
C -0.116 -3.027 -1.090
N 0.036 -1.880 -0.977
O 1.861 0.484 0.240
C 3.141 0.428 0.549
C 3.679 1.561 1.389
C 3.158 1.545 2.834
C 3.381 0.215 3.563
C 2.429 -0.894 3.102
C 2.832 -1.642 1.815
N 3.643 -0.878 0.859
H 3.407 2.510 0.919
H 4.778 1.510 1.404
H 2.083 1.745 2.813
H 3.627 2.362 3.399
H 3.222 0.378 4.635
H 4.430 -0.096 3.457
H 1.444 -0.450 2.949
H 2.307 -1.633 3.901
H 1.921 -1.959 1.305
H 3.396 -2.549 2.057
H 4.592 -0.788 1.198
*
```

natural (NBO) population analysis, charges in e, atoms 1 to 8: atom 1 (Fe): 1.461, atom 2 (C): -0.139, atom 3 (C): -0.144, atom 4 (C): -0.072, atom 5 (C): -0.141, atom 6 (C): -0.194, atom 7 (C): -0.627, atom 8 (C): -0.633

=====

Entry 6:
C22H36N3O13P3S | ωB97M-V/def2-TZVPD

HOMO level (eV): -9.65
SMILES: N#C[C@@H](CC(=O)c1ccccc1)[C@@H](C#N)N=C=S.COP(=O)(OC)OC.COP(=O)(OC)OC.COP(=O)(OC)OC

Structure (ORCA input):
```
! wB97M-V def2-TZVPD RIJCOSX def2/J DEFGRID3
* xyz 0 1
N 2.989 2.555 -0.655
C 3.119 1.571 -0.078
C 3.521 0.380 0.724
C 2.608 0.219 1.978
C 1.266 0.943 1.784
O 1.047 1.988 2.326
C 0.300 0.275 0.834
C -0.484 1.026 -0.033
C -1.355 0.393 -0.922
C -1.421 -1.000 -0.928
C -0.654 -1.767 -0.043
C 0.212 -1.127 0.847
C 3.506 -0.889 -0.193
C 2.829 -0.627 -1.509
N 2.299 -0.652 -2.527
N 4.900 -1.354 -0.486
C 5.601 -0.558 -1.098
S 6.688 0.533 -1.460
H 4.532 0.521 1.103
H 2.492 -0.842 2.186
H 3.095 0.688 2.833
H -0.444 2.107 -0.051
H -1.974 0.949 -1.611
H -2.071 -1.538 -1.606
H -0.714 -2.845 -0.025
H 0.782 -1.752 1.520
H 3.006 -1.731 0.277
C 5.145 6.389 3.473
O 6.096 5.684 2.662
P 6.623 6.406 1.353
O 6.729 7.864 1.431
O 5.703 5.886 0.158
C 4.559 5.054 0.391
O 7.995 5.642 1.119
C 8.759 6.040 -0.024
H 4.479 5.654 3.921
H 5.669 6.930 4.259
H 4.555 7.090 2.885
H 3.769 5.628 0.877
H 4.818 4.187 0.997
H 4.193 4.709 -0.569
H 8.839 7.125 -0.077
H 8.294 5.659 -0.935
H 9.754 5.614 0.076
C -5.410 -4.385 -2.613
O -4.460 -5.145 -3.376
P -3.745 -4.422 -4.591
O -3.509 -2.987 -4.421
O -4.598 -4.789 -5.892
C -5.828 -5.510 -5.811
O -2.437 -5.301 -4.755
C -1.539 -4.923 -5.806
H -6.183 -5.068 -2.268
H -4.913 -3.936 -1.755
H -5.872 -3.600 -3.211
H -6.606 -4.887 -5.366
H -5.713 -6.430 -5.239
H -6.127 -5.764 -6.825
H -1.353 -3.850 -5.789
H -1.955 -5.211 -6.773
H -0.602 -5.449 -5.648
C -2.586 0.147 3.492
O -3.594 -0.751 3.990
P -4.527 -1.462 2.927
O -3.900 -1.750 1.636
O -5.843 -0.562 2.816
C -5.960 0.693 3.490
O -5.022 -2.730 3.740
C -5.921 -3.614 3.064
H -2.454 0.940 4.225
H -1.649 -0.392 3.368
H -2.873 0.589 2.538
H -5.304 1.433 3.029
H -5.729 0.598 4.550
H -6.989 1.028 3.384
H -5.557 -3.843 2.062
H -6.913 -3.162 3.002
H -5.982 -4.533 3.640
*
```

Löwdin population analysis, charges in e, atoms 1 to 8: atom 1 (N): 0.232, atom 2 (C): -0.181, atom 3 (C): -0.201, atom 4 (C): -0.057, atom 5 (C): -0.381, atom 6 (O): 0.120, atom 7 (C): -0.175, atom 8 (C): -0.018

=====

> Which formula does entry 1 have?

C22H35NO3P2Pb

=====

Copy entry 3 word for word.
C22H36BCl8F4N2O3 | ωB97M-V/def2-TZVPD

Energy above the lowest of the compared OMol25 structures with the same formula, charge and spin (kcal per mole): 0.00
HOMO level (eV): -5.08

Structure (ORCA input):
```
! wB97M-V def2-TZVPD RIJCOSX def2/J DEFGRID3
* xyz -1 1
C -1.689 -0.545 4.701
C -2.230 -1.196 3.436
O -1.646 -2.155 2.989
N -3.424 -0.719 2.801
C -3.454 0.754 2.663
C -3.636 1.274 1.231
C -2.665 0.714 0.182
C -2.990 -0.729 -0.283
B -3.317 -0.813 -1.885
O -4.599 -0.018 -2.052
C -2.184 -0.098 -2.850
C -0.730 -0.265 -2.389
C 0.298 -0.183 -3.565
N 1.154 1.020 -3.509
C 2.528 0.735 -3.130
C 3.030 1.419 -1.867
C 3.880 0.684 -1.049
C 4.448 1.222 0.099
C 4.154 2.514 0.483
C 3.293 3.258 -0.315
C 2.743 2.723 -1.464
O 1.926 3.556 -2.235
C -3.678 -2.361 -2.350
F -4.454 -3.001 -1.405
F -4.397 -2.358 -3.533
C -2.518 -3.326 -2.586
F -1.782 -3.018 -3.695
F -1.719 -3.477 -1.502
H -1.120 0.344 4.423
H -1.001 -1.216 5.210
H -2.478 -0.263 5.402
H -4.178 -1.016 3.413
H -4.325 1.111 3.229
H -2.591 1.249 3.116
H -4.672 1.187 0.899
H -3.437 2.355 1.291
H -2.669 1.424 -0.651
H -1.643 0.720 0.593
H -2.212 -1.418 0.059
H -3.918 -1.018 0.216
H -4.619 0.225 -2.981
H -2.327 -0.482 -3.870
H -2.440 0.968 -2.912
H -0.556 -1.232 -1.908
H -0.524 0.506 -1.638
H 0.865 -1.111 -3.665
H -0.313 -0.104 -4.468
H 0.707 1.642 -2.856
H 3.232 1.009 -3.931
H 2.682 -0.336 -2.969
H 4.154 -0.325 -1.335
H 5.133 0.613 0.678
H 4.597 2.965 1.362
H 3.072 4.278 -0.024
H 1.035 3.455 -1.883
H -2.943 -4.324 -2.776
C -0.204 -5.548 -5.482
Cl 1.254 -4.865 -6.212
Cl 0.079 -7.189 -4.879
H -0.511 -4.918 -4.654
H -0.985 -5.584 -6.232
C 7.606 3.333 3.323
Cl 6.766 4.889 3.373
Cl 6.723 2.145 2.363
H 8.584 3.481 2.880
H 7.706 2.960 4.335
C 1.365 -1.130 2.024
Cl 2.423 -0.567 0.714
Cl 1.399 0.014 3.382
H 0.347 -1.212 1.658
H 1.712 -2.095 2.375
C 0.520 1.851 6.411
Cl -0.151 3.178 5.457
Cl -0.706 1.103 7.444
H 0.914 1.100 5.735
H 1.312 2.240 7.039
*
```

Löwdin population analysis, charges in e, atoms 1 to 8: atom 1 (C): -0.079, atom 2 (C): -0.482, atom 3 (O): 0.080, atom 4 (N): 0.040, atom 5 (C): -0.210, atom 6 (C): -0.197, atom 7 (C): -0.212, atom 8 (C): -0.116